# C23H50N3O8

3 unconnected molecules or ions with the total composition C23H50N3O8 at a distorted geometry (ωB97M-V/def2-TZVPD, the Open Molecules 2025 dataset).

Geometry as XYZ:
```
84
Properties=species:S:1:pos:R:3:forces:R:3:mulliken_charge:R:1
C -3.33884 2.02585 0.60721 0.46 -0.13 -0.87 -0.83
C -4.23407 1.34347 -0.40116 2.22 0.73 0.88 0.59
O -5.39787 1.42299 -0.35620 -3.19 -0.07 -0.14 -0.52
O -3.55177 0.62487 -1.29667 0.35 -0.66 -0.02 -0.10
C -4.33253 -0.41461 -1.91082 -0.01 -0.49 -0.26 -0.95
C -4.86833 -1.47216 -0.93283 0.18 -0.47 -0.92 -0.59
C -4.08884 -2.79951 -1.01231 -0.19 -0.05 1.16 -1.07
C -2.95082 -2.87787 0.02835 0.51 -0.10 -1.48 -0.82
C -1.60628 -2.40183 -0.62156 -0.85 0.46 1.34 -0.69
C -0.82308 -1.47997 0.35515 0.43 -1.14 -1.43 -0.75
C 0.52587 -2.11677 0.75998 0.50 1.85 0.41 -0.01
C 1.77984 -1.46992 0.07581 -0.30 -0.68 0.87 -0.91
N 2.23152 -0.39081 1.02900 -0.71 1.16 -2.50 -0.44
C 1.12990 -0.30197 1.88025 1.71 -2.71 0.48 0.10
N 0.56008 0.79030 2.23575 -0.26 1.43 0.40 -0.12
N 0.80090 -1.58201 2.15542 -1.31 -0.08 1.22 -0.22
H -2.59880 2.59958 0.04856 0.19 0.05 0.15 0.28
H -2.82837 1.23692 1.15713 0.10 0.07 0.22 0.02
H -3.90531 2.68294 1.24874 -0.16 -0.03 0.14 0.36
H -3.65381 -0.91631 -2.59184 0.28 0.18 -0.10 0.56
H -5.12310 -0.02220 -2.54131 -0.16 0.47 0.24 0.41
H -4.92579 -1.13582 0.09903 -0.04 0.21 0.00 0.52
H -5.87965 -1.70491 -1.25336 -0.25 0.19 0.12 0.32
H -3.68628 -2.95734 -2.01049 -0.10 -0.13 -0.13 0.43
H -4.80016 -3.59655 -0.80381 0.00 -0.15 -0.10 0.44
H -2.78936 -3.90282 0.34869 -0.25 -0.11 0.30 0.37
H -3.23340 -2.26008 0.87674 0.14 -0.04 0.20 0.44
H -1.85591 -1.88516 -1.54059 0.25 0.21 -0.10 0.26
H -1.00783 -3.27191 -0.87783 0.07 -0.06 -0.15 0.65
H -1.38463 -1.27368 1.26207 -0.29 -0.09 -0.01 0.27
H -0.67654 -0.52951 -0.16430 0.25 0.15 0.24 0.27
H 0.57656 -3.19062 0.67392 -0.24 -0.28 0.44 0.63
H 1.52075 -1.10267 -0.90697 0.38 0.08 -0.20 0.37
H 2.56629 -2.21220 0.13171 0.13 -0.07 -0.90 0.39
H 2.99790 -0.85288 1.49990 0.04 0.63 0.68 0.34
H 0.69263 1.60928 1.65196 0.64 0.09 0.43 0.28
H -0.06338 0.88973 3.02667 -0.29 -0.34 -0.30 0.29
H 0.07731 -1.73823 2.85044 -0.19 -0.09 -0.25 0.33
C 4.74070 1.63145 4.13871 -0.03 0.04 0.20 -0.66
O 4.43807 0.92362 5.32003 0.08 -0.25 -0.29 -0.30
C 3.14905 0.34867 5.30152 0.20 0.28 0.34 0.05
C 3.08725 -0.88986 6.17061 -0.14 -0.17 -0.01 -0.52
O 3.68727 -2.03393 5.58164 -0.02 0.14 -0.10 -0.47
C 5.11359 -2.06982 5.53352 0.03 -0.20 -0.06 -0.35
C 5.76843 -2.29014 6.87912 0.18 0.34 0.04 -0.61
O 5.77543 -1.08891 7.63180 -0.32 -0.03 0.04 -0.27
C 5.85496 -1.32417 9.02369 0.07 0.08 -0.10 -0.78
H 4.07457 2.49402 4.01693 0.01 0.00 -0.11 0.31
H 5.76659 1.98471 4.21354 -0.02 0.02 0.05 0.26
H 4.66432 0.97586 3.26120 -0.05 0.05 -0.05 0.22
H 2.86346 0.07666 4.27318 0.02 -0.03 -0.03 -0.24
H 2.44168 1.09965 5.68415 -0.19 -0.11 -0.10 0.53
H 2.03218 -1.15329 6.29231 0.01 -0.02 -0.03 0.46
H 3.48428 -0.69817 7.16774 0.15 0.16 -0.07 0.17
H 5.51430 -1.18677 5.03416 0.03 0.11 0.18 0.17
H 5.35297 -2.93052 4.90487 -0.08 -0.03 0.04 0.40
H 6.80901 -2.60475 6.72789 -0.05 -0.20 -0.05 0.43
H 5.23073 -3.07863 7.41837 0.00 -0.03 -0.03 0.35
H 5.01778 -1.94522 9.36152 0.06 -0.07 0.03 0.34
H 5.79464 -0.36156 9.52756 0.05 0.02 -0.05 0.24
H 6.80287 -1.80500 9.28519 -0.04 -0.06 0.08 0.33
C -1.06039 -0.00263 -8.52473 0.09 0.05 0.11 -0.79
O -0.85246 1.00485 -7.55787 -0.28 0.02 -0.04 -0.24
C -0.58550 2.27170 -8.14228 0.15 -0.18 0.26 -0.57
C -1.02215 3.39505 -7.22625 -0.01 0.13 -0.10 -0.31
O -2.42686 3.61484 -7.20875 0.03 -0.07 0.09 -0.46
C -3.22936 2.66764 -6.51845 -0.09 0.11 -0.11 -0.50
C -3.10686 2.73644 -5.01097 0.10 -0.31 0.00 -0.47
O -1.91137 2.10558 -4.56940 0.17 0.15 -0.04 -0.22
C -1.48043 2.58973 -3.32060 -0.06 -0.07 -0.12 -0.63
H -0.15334 -0.17175 -9.11542 -0.06 -0.03 -0.09 0.33
H -1.31849 -0.92126 -8.00022 0.06 0.02 0.04 0.23
H -1.89052 0.26069 -9.18949 0.06 -0.01 -0.08 0.34
H -1.10385 2.36904 -9.10254 -0.01 0.02 0.00 0.36
H 0.49701 2.34435 -8.31159 -0.02 0.15 -0.14 0.40
H -0.59606 4.32127 -7.61869 -0.06 -0.01 -0.04 0.40
H -0.62744 3.26480 -6.21742 -0.01 -0.21 0.00 0.10
H -3.05483 1.65617 -6.88844 0.14 -0.06 0.16 0.19
H -4.25831 2.93001 -6.77524 0.03 0.06 0.01 0.41
H -3.95554 2.20994 -4.55351 -0.13 0.15 -0.02 0.31
H -3.12404 3.78596 -4.69559 -0.01 0.01 -0.01 0.39
H -1.31204 3.67265 -3.35793 -0.05 0.01 0.08 0.43
H -0.53353 2.10391 -3.08264 -0.03 -0.05 -0.03 0.24
H -2.21261 2.35149 -2.54162 0.03 0.10 0.08 0.06
```
Positions in Å, forces in eV/Å.

Calculated values
Calculated total energy, Ha: -1672.144016
Frontier orbital gap, Ha: 0.25255
Charge: +1
HOMO level, eV: -10.7
2S+1: 1

---

# C23H50N5O4

4 unconnected molecules or ions with the total composition C23H50N5O4 (ωB97M-V/def2-TZVPD, the Open Molecules 2025 dataset).

Geometry as XYZ:
```
82
Properties=species:S:1:pos:R:3:forces:R:3:mulliken_charge:R:1
C 2.20391 0.69903 3.04490 0.00 -0.22 -0.27 0.15
C 2.25605 1.00567 1.88527 0.12 0.45 0.44 -0.48
C 2.31783 1.73043 0.61345 0.04 0.00 -0.04 -0.45
N 0.99344 2.28351 0.28220 0.04 -0.22 -0.17 0.15
C 0.52964 3.42076 1.06109 -0.01 0.23 0.07 -1.23
O 0.41447 4.55245 0.25946 0.01 -0.14 -0.15 -0.29
C 1.10107 5.71383 0.73118 0.02 0.29 -0.01 -0.68
C 0.32040 6.44101 1.82030 -0.19 0.07 -0.21 -0.16
C -0.72807 7.38674 1.23489 0.07 -0.06 -0.10 -1.22
C 0.30660 1.72061 -0.71567 0.17 0.11 -0.05 0.67
N 0.81521 0.72814 -1.49476 -0.05 0.16 0.11 -0.37
C -0.11605 0.46816 -2.36994 -0.10 -0.13 -0.20 -0.26
N -1.20471 1.21593 -2.19157 0.47 -0.54 -0.14 -0.31
N -0.94101 2.02068 -1.12112 -0.42 0.13 0.08 0.63
N -1.89278 2.95794 -0.63977 0.12 -0.21 -0.06 -0.47
C -3.22562 2.76067 -1.24176 -0.12 -0.06 0.14 -0.06
C -4.18380 3.73736 -0.57993 0.23 -0.03 -0.01 -1.43
H 2.17620 0.37654 4.05966 -0.01 -0.06 -0.03 0.48
H 3.00822 2.56987 0.71508 0.00 -0.02 0.02 0.33
H 2.68558 1.12072 -0.20677 -0.10 -0.08 0.03 0.03
H 1.26402 3.56363 1.85577 -0.01 -0.07 0.04 0.71
H -0.41963 3.18243 1.54758 -0.04 0.01 -0.03 0.36
H 1.19716 6.35770 -0.14379 0.05 -0.03 0.00 0.41
H 2.11343 5.45182 1.05302 -0.03 -0.14 0.07 0.34
H 1.01700 6.99968 2.44516 -0.02 -0.05 0.12 0.38
H -0.18738 5.69931 2.44168 0.19 -0.02 0.18 0.19
H -0.25214 8.26860 0.80474 0.00 0.00 -0.02 0.34
H -1.28382 6.89103 0.43602 -0.05 -0.01 0.04 0.28
H -1.43861 7.72509 1.98646 0.00 0.01 0.04 0.37
H -0.05300 -0.25732 -3.16566 0.03 0.00 0.00 0.50
H -2.05030 1.21608 -2.73552 -0.21 0.27 0.21 0.19
H -1.97722 2.74981 0.34991 -0.09 0.06 0.04 0.30
H -3.17111 2.94041 -2.31520 0.08 0.22 -0.01 0.44
H -3.58570 1.73968 -1.07951 -0.04 -0.02 -0.11 0.06
H -3.72225 4.72075 -0.50122 -0.07 0.04 -0.09 0.35
H -5.09421 3.80934 -1.16832 -0.06 0.00 0.06 0.40
H -4.43965 3.39431 0.42187 -0.07 0.02 0.02 0.36
C 3.74228 -2.13310 -0.41988 0.10 0.01 0.02 -0.95
C 4.22335 -1.30535 -1.59828 -0.11 0.08 -0.04 -0.52
O 5.51413 -0.75537 -1.43280 -0.03 0.11 0.02 -0.42
C 6.57146 -1.68849 -1.26271 0.08 -0.04 0.03 -0.31
C 6.74620 -2.64811 -2.42582 -0.07 0.03 -0.03 -1.03
H 3.77474 -1.54024 0.49706 -0.02 -0.02 0.02 0.37
H 2.71553 -2.45992 -0.59001 0.00 0.00 -0.01 0.34
H 4.35255 -3.02314 -0.26767 -0.06 -0.05 0.00 0.44
H 3.56369 -0.44278 -1.72422 0.03 0.00 -0.05 0.10
H 4.16291 -1.87871 -2.53044 0.02 -0.07 0.03 0.40
H 6.44858 -2.24127 -0.32477 -0.04 -0.01 -0.01 0.29
H 7.46428 -1.07367 -1.15393 0.00 0.01 0.01 0.35
H 5.88421 -3.30423 -2.55346 0.02 -0.03 0.03 0.27
H 7.61639 -3.28091 -2.25191 0.02 0.01 0.00 0.39
H 6.89750 -2.09932 -3.35603 0.01 0.00 0.00 0.29
C 0.97201 -6.96722 2.86329 -0.03 0.07 -0.05 -1.03
C 2.34155 -6.36703 2.59845 0.02 -0.08 0.06 -0.34
O 2.33639 -5.29092 1.67382 0.05 0.03 -0.09 -0.40
C 1.56323 -4.16661 2.03649 -0.03 0.12 -0.03 -0.10
C 2.00310 -3.49186 3.32386 0.03 -0.06 0.08 -1.06
H 0.51235 -7.29847 1.93133 0.00 -0.01 0.00 0.29
H 1.06925 -7.82717 3.52595 0.01 -0.02 -0.01 0.39
H 0.29599 -6.25798 3.34294 0.02 -0.01 0.04 0.27
H 2.99018 -7.11603 2.14538 0.01 0.01 0.00 0.34
H 2.81454 -6.06359 3.53913 -0.02 0.03 0.00 0.31
H 0.49822 -4.42502 2.07475 0.00 -0.01 0.07 0.33
H 1.69050 -3.45805 1.21688 -0.03 -0.07 -0.05 0.05
H 1.87875 -4.13367 4.19658 -0.05 0.00 0.00 0.36
H 1.40655 -2.59226 3.48558 0.01 0.01 0.00 0.33
H 3.05448 -3.20730 3.26163 0.00 0.02 0.00 0.29
C -7.72702 -1.51338 -1.16765 0.08 0.01 0.05 -1.03
C -7.05775 -0.57776 -2.15676 -0.12 -0.04 -0.04 -0.33
O -5.83547 -0.01758 -1.68857 0.12 0.14 -0.02 -0.37
C -4.81266 -0.93789 -1.37215 0.09 -0.05 0.03 -0.14
C -4.34868 -1.79559 -2.53797 -0.04 0.05 -0.03 -1.21
H -7.90699 -1.00559 -0.21959 -0.01 0.00 0.00 0.29
H -8.68403 -1.84600 -1.56858 -0.02 0.01 0.00 0.39
H -7.12842 -2.40330 -0.96883 -0.02 -0.02 -0.04 0.27
H -7.69873 0.28227 -2.34596 0.01 0.01 0.00 0.31
H -6.90390 -1.07859 -3.11834 0.04 -0.02 0.02 0.30
H -5.09399 -1.56919 -0.52258 -0.05 -0.01 -0.03 0.27
H -3.98282 -0.31314 -1.03027 0.04 -0.07 0.07 0.20
H -5.13237 -2.46451 -2.89143 0.01 -0.02 0.01 0.35
H -3.50368 -2.41407 -2.23216 0.01 0.00 0.01 0.39
H -4.04157 -1.17033 -3.37953 -0.01 -0.01 -0.02 0.29
```
Positions in Å, forces in eV/Å.

Calculated values
Calculated total energy, Ha: -1480.670394
Frontier orbital gap, Ha: 0.32829
Charge: +1
HOMO level, eV: -11.3
2S+1: 1

---

# C23H51HgN4O12S

A molecular structure, C23H51HgN4O12S at a distorted geometry (ωB97M-V/def2-TZVPD, the Open Molecules 2025 dataset).

Geometry as XYZ:
```
92
Properties=species:S:1:pos:R:3:forces:R:3:mulliken_charge:R:1
Hg -3.88391 -0.28707 -0.99207 1.30 0.39 0.14 1.52
O -0.58446 1.27995 0.63415 -1.52 -0.40 -0.67 -0.02
C -1.64549 0.69539 0.06243 -0.61 -2.01 0.34 1.16
O -2.70503 1.40461 -0.00424 -1.32 0.63 -0.50 -0.92
O -1.73120 -0.50924 -0.28688 1.71 0.44 0.19 -1.01
H -1.08150 2.06387 0.93261 1.12 0.67 0.40 0.15
C -2.11223 -2.44123 -4.64139 0.94 0.86 -0.38 -0.58
S -3.04795 -3.03424 -3.23720 -2.49 0.58 -0.56 0.46
O -3.14970 -1.92923 -2.18006 0.58 0.07 0.07 -0.53
C -4.74957 -2.87739 -3.97324 0.26 -0.91 -0.87 -1.14
H -2.10101 -3.10389 -5.50822 -0.68 -0.39 0.27 0.55
H -1.05014 -2.36308 -4.40474 -0.14 -0.22 0.75 -0.30
H -2.37483 -1.43678 -4.97642 -0.54 -0.06 0.18 0.41
H -5.60546 -2.97115 -3.30527 0.64 -0.17 0.75 0.39
H -4.85510 -3.71294 -4.66852 0.07 0.05 -0.14 0.40
H -4.91164 -1.95506 -4.53162 0.64 0.14 0.06 0.36
C -4.29759 6.58181 0.54516 -0.38 -0.16 -1.05 0.11
O -4.41528 7.51909 1.29872 0.04 -0.33 -0.17 -0.53
N -3.90222 5.32567 0.86540 0.49 -0.25 1.71 0.09
C -3.43554 4.36647 -0.09265 -0.29 -0.63 -0.27 -0.73
C -3.46976 5.21425 2.26814 0.14 -0.28 0.05 -0.99
H -4.55711 6.57116 -0.52984 -0.03 0.66 -0.09 0.25
H -3.72725 4.62876 -1.11036 -0.32 0.12 0.11 0.34
H -3.83773 3.39053 0.17393 -0.23 0.03 -0.21 0.26
H -2.35731 4.18603 -0.16567 0.25 0.57 0.45 0.20
H -2.55932 5.81083 2.32685 -0.09 0.09 0.73 0.34
H -4.25544 5.52406 2.95483 0.11 0.80 -0.28 0.33
H -3.27868 4.21819 2.67466 0.23 -0.38 -0.97 0.30
C -0.63775 2.57550 6.07966 1.05 0.54 0.37 0.18
O -0.79058 2.14738 7.20692 -0.43 0.13 -0.61 -0.57
N -0.03945 1.91103 5.06398 0.17 -1.53 -0.37 0.10
C 0.28770 2.45231 3.75946 -0.02 0.87 0.76 -0.42
C 0.34759 0.51582 5.26714 -0.73 -0.46 0.27 -0.95
H -0.80319 3.62486 5.78538 -0.48 0.09 0.15 0.30
H 1.36481 2.60808 3.66904 0.12 -0.50 -0.21 0.30
H -0.09755 3.46942 3.65923 -0.40 -0.08 0.03 0.33
H -0.10984 1.81344 2.97150 0.17 -0.02 -0.01 -0.12
H 1.42098 0.34321 5.21383 0.03 0.18 0.02 0.30
H -0.05354 0.14763 6.20982 0.38 0.49 0.34 0.34
H -0.16258 -0.16497 4.57904 0.18 0.32 -0.60 0.26
C 1.03089 -1.61279 -2.49623 -0.11 0.34 -0.17 0.33
O 1.36343 -2.74299 -2.23238 -0.06 -0.25 -0.07 -0.65
N 1.02513 -1.04657 -3.73462 -1.13 0.76 -0.32 0.11
C 0.54433 0.32122 -3.91298 0.23 0.70 -0.83 -0.76
C 1.36092 -1.74890 -4.95850 1.33 -0.27 0.68 -0.99
H 0.67536 -0.88415 -1.74752 0.09 -0.13 0.19 0.23
H -0.33271 0.51244 -4.54522 -0.41 -1.11 -0.02 0.27
H 1.27445 0.87480 -4.50904 0.42 0.16 0.54 0.35
H 0.29609 0.86831 -3.00593 0.53 -0.33 0.33 0.09
H 1.97810 -2.61253 -4.70840 -0.44 -0.26 0.17 0.31
H 0.48959 -2.05668 -5.53352 0.10 0.16 -0.23 0.37
H 2.06849 -1.14534 -5.52873 -0.48 0.27 -0.34 0.38
C 3.24675 -0.21082 3.12057 0.37 1.54 1.06 0.23
O 4.31572 0.12931 3.59785 -0.10 -0.48 -0.39 -0.63
N 2.61904 -1.37938 3.26787 -0.35 -0.08 -0.07 0.31
C 1.42862 -1.58372 2.46685 -0.80 -0.83 -0.42 -1.09
C 3.33837 -2.54696 3.78499 -0.50 0.14 -0.57 -0.97
H 2.58969 0.54067 2.64774 0.06 -0.05 -0.37 0.25
H 0.78463 -0.73724 2.21905 0.87 0.82 0.33 0.02
H 0.67608 -2.20349 2.95552 0.54 -0.57 0.13 0.38
H 1.68842 -2.01712 1.49780 -0.10 -0.36 0.06 0.53
H 2.69244 -3.09476 4.46914 0.05 -0.05 0.00 0.27
H 3.58390 -3.17228 2.92412 0.09 -0.28 0.15 0.32
H 4.25742 -2.24817 4.28032 -0.12 0.22 -0.01 0.36
O -0.18028 -4.21950 1.77743 -0.17 -0.41 -0.62 -0.57
C -0.42658 -4.97020 0.85748 0.42 0.12 0.65 0.40
O -0.02333 -6.23766 0.78662 -0.50 0.49 -0.13 -0.29
C 1.02417 -6.78178 1.58927 0.76 -1.32 -0.43 -0.13
C 0.52109 -8.09461 2.15999 -0.71 -0.66 -0.42 -1.23
C -1.22906 -4.62580 -0.36526 -0.39 1.70 0.11 -0.32
H 1.49186 -6.15267 2.34388 -0.58 0.50 -0.12 0.29
H 1.76107 -6.99072 0.81040 0.39 -0.09 0.38 0.27
H -0.01943 -8.65603 1.39244 -0.13 0.36 -0.25 0.32
H -0.20994 -7.95542 2.95622 0.28 0.07 0.24 0.31
H 1.27103 -8.83983 2.42466 0.40 0.59 0.48 0.39
H -0.73371 -4.86542 -1.30310 -0.19 -0.70 0.12 0.37
H -1.32812 -3.53661 -0.39764 0.23 0.08 0.23 -0.14
H -2.26742 -4.93864 -0.25178 0.17 -0.70 -0.29 0.34
O 3.49475 5.68276 -2.74649 0.06 -0.11 0.26 -0.54
C 3.85253 4.63888 -3.21155 -0.22 -0.17 -0.08 0.68
O 3.79040 3.43853 -2.55130 0.40 0.14 -0.07 -0.33
C 3.41382 3.36293 -1.17262 -0.97 -0.73 0.75 -0.41
C 1.91082 3.05476 -1.07521 0.19 -0.53 -0.66 -0.65
C 4.35197 4.41164 -4.64282 -0.44 0.07 1.82 -0.90
H 3.72149 4.21961 -0.57744 -0.03 0.24 -0.37 0.36
H 3.86636 2.46716 -0.74805 0.73 0.22 -0.28 0.29
H 1.74427 2.02989 -1.42231 0.21 0.09 -0.74 0.07
H 1.40619 3.75196 -1.74350 -0.56 0.01 0.45 0.38
H 1.47674 2.89977 -0.08680 0.27 1.12 0.30 0.23
H 4.91923 3.48975 -4.54522 0.06 0.01 -0.86 0.30
H 4.92998 5.27740 -4.95103 0.04 -0.13 -0.11 0.32
H 3.43079 4.33392 -5.21847 0.26 -0.25 -0.39 0.23
```
Positions in Å, forces in eV/Å.

Calculated values
Calculated total energy, Ha: -2580.094378
Frontier orbital gap, Ha: 0.13804
Charge: +1
HOMO level, eV: -10.9
2S+1: 1

---

Question: Among the records above, which one has the highest calculated total energy?
Answer: C23H50N5O4

---

Question: 2S+1 of number 1 (C23H50N3O8)?
Answer: 1

---

Question: Which formula does entry 3 have?
Answer: C23H51HgN4O12S

---

Question: What is the HOMO level in the third record?
Answer: -10.9 eV